1.
This record from the OMol25 dataset describes one molecule with the formula C4H7NO2 at a distorted geometry. The level of theory is the ωB97M-V functional and the def2-TZVPD basis.

The geometry in XYZ format:
```
14
Properties=species:S:1:pos:R:3:mulliken_charge:R:1
O 1.348 1.939 1.157 -0.495
C 1.363 0.834 0.667 -0.129
C 0.156 0.068 0.117 0.669
C 0.415 -1.358 -0.363 -0.528
O -0.550 -1.810 -1.263 -0.564
C -0.795 1.156 -0.300 -0.423
N -1.366 0.049 0.370 -0.611
H 2.347 0.421 0.352 0.300
H 0.380 -1.933 0.586 0.225
H 1.405 -1.528 -0.791 0.380
H -1.377 -1.419 -0.922 0.394
H -1.051 1.441 -1.310 0.268
H -0.573 1.972 0.385 0.301
H -1.701 0.169 1.315 0.213
```

Output
Gap between HOMO and LUMO (eV): 10.51
Charge: 0
Structure (SMILES): O=C[C@]1(CO)CN1
Multiplicity: 1
Energy relative to the best compared isomer or geometry (same formula, charge and spin) (kcal/mol): 84.0
HOMO level (eV): -9.972

2.
This record from the OMol25 dataset describes one molecule with the formula C19H19N5O4S at a distorted geometry. The level of theory is the ωB97M-V functional and the def2-TZVPD basis.

The geometry in XYZ format:
```
48
Properties=species:S:1:pos:R:3:mulliken_charge:R:1
C 3.216 1.196 -2.365 -1.021
O 1.897 0.841 -2.013 -0.398
C 1.698 -0.333 -1.371 -0.177
C 2.690 -1.258 -1.091 -0.460
C 2.392 -2.431 -0.393 0.256
O 3.437 -3.263 -0.184 -0.455
C 3.223 -4.443 0.558 -0.850
C 1.095 -2.669 0.040 -0.396
C 0.111 -1.731 -0.254 0.187
N -1.154 -1.935 0.324 0.799
N -1.254 -2.482 1.547 -0.260
N -2.451 -2.371 1.932 -0.753
N -3.203 -1.778 1.021 -0.165
C -2.406 -1.507 0.002 0.353
S -2.930 -0.801 -1.494 -0.150
C -4.205 0.333 -0.804 -0.744
C -3.410 1.572 -0.422 0.447
O -3.367 2.550 -1.125 -0.598
N -2.666 1.393 0.718 -0.206
C -1.352 1.840 0.891 0.223
C -0.822 2.893 0.149 -0.711
C 0.528 3.170 0.213 -0.363
C 1.378 2.405 1.009 0.365
C 2.848 2.580 1.018 0.833
C 3.381 3.904 0.524 -1.451
O 3.588 1.696 1.394 -0.604
C 0.827 1.390 1.794 -0.856
C -0.523 1.121 1.753 -0.252
C 0.383 -0.579 -0.964 -0.153
H 3.141 2.178 -2.828 0.233
H 3.860 1.250 -1.483 0.388
H 3.641 0.491 -3.086 0.400
H 3.716 -1.105 -1.378 0.506
H 4.193 -4.934 0.613 0.249
H 2.510 -5.106 0.058 0.336
H 2.870 -4.221 1.569 0.347
H 0.825 -3.537 0.617 0.614
H -4.699 -0.177 0.020 0.459
H -4.896 0.554 -1.614 0.435
H -2.919 0.605 1.301 0.301
H -1.464 3.461 -0.503 0.529
H 0.918 3.970 -0.396 0.357
H 4.446 3.963 0.731 0.361
H 3.226 3.983 -0.550 0.288
H 2.864 4.727 1.011 0.437
H 1.483 0.806 2.422 0.487
H -0.933 0.327 2.363 0.419
H -0.369 0.158 -1.186 0.409
```

Output
Gap between HOMO and LUMO (eV): 8.84
Charge: 0
Structure (SMILES): COc1cc(OC)cc(-n2nnnc2SCC(=O)Nc2ccc(C(C)=O)cc2)c1
Multiplicity: 1
Energy relative to the best compared isomer or geometry (same formula, charge and spin) (kcal/mol): 25.4
HOMO level (eV): -8.676

3.
This record from the OMol25 dataset describes a 2-piece molecular cluster, C7H9N2S overall at a distorted geometry. The level of theory is the ωB97M-V functional and the def2-TZVPD basis.

The geometry in XYZ format:
```
19
Properties=species:S:1:pos:R:3:mulliken_charge:R:1
C -1.043 2.936 0.045 -0.972
C -1.084 3.321 -1.258 -0.201
C -0.300 1.695 0.101 0.635
C 0.166 1.229 -1.137 0.053
C 0.067 0.660 1.000 -0.592
C 0.643 -0.166 -0.990 -0.275
C 0.889 -2.694 0.555 -0.114
N 0.539 -0.425 0.434 -0.180
N -0.023 -3.272 1.293 -0.205
S -0.132 2.283 -2.404 -0.124
H -1.545 3.292 0.893 0.425
H -1.649 4.086 -1.848 0.387
H 0.121 -0.924 -1.482 0.352
H 1.741 -0.328 -1.082 0.303
H 1.882 -2.253 1.007 0.312
H -0.160 0.567 2.108 0.350
H -0.805 -3.723 0.910 0.244
H 0.643 -3.014 -0.467 0.331
H 0.051 -3.269 2.323 0.270
```

Output
Gap between HOMO and LUMO (eV): 8.07
Charge: +1
Multiplicity: 1
Energy relative to the best compared isomer or geometry (same formula, charge and spin) (kcal/mol): 47.8
HOMO level (eV): -12.044

4.
This record from the OMol25 dataset describes a 8-piece molecular cluster, C48H120N8 overall at a distorted geometry. The level of theory is the ωB97M-V functional and the def2-TZVPD basis.

The geometry in XYZ format:
```
176
Properties=species:S:1:pos:R:3:mulliken_charge:R:1
C 1.897 -2.579 2.464 -2.241
C 0.985 -1.356 2.356 0.623
N 0.602 -0.998 0.944 0.999
C 0.534 -2.084 -0.031 -0.114
C -0.719 -2.920 0.187 -0.490
C -0.556 -0.124 0.846 -1.090
C -0.842 0.495 -0.554 0.781
H 2.747 -2.470 1.798 0.324
H 1.365 -3.453 2.134 0.682
H 2.084 -2.751 3.514 0.430
H 0.053 -1.612 2.957 -0.002
H 1.575 -0.581 2.931 0.099
H 0.598 -1.715 -1.035 -0.521
H 1.379 -2.795 0.124 0.504
H -0.892 -3.000 1.256 -0.299
H -1.674 -2.474 -0.220 0.039
H -0.783 -3.972 -0.213 0.440
H -0.339 0.804 1.495 0.041
H -1.429 -0.541 1.261 0.219
H -0.901 -0.273 -1.324 0.807
H -0.042 1.223 -0.776 -0.668
H -1.809 1.063 -0.489 -0.735
C 3.290 0.813 6.098 -1.534
C 3.997 1.148 4.784 -0.354
N 3.887 0.180 3.774 0.787
C 4.142 0.896 2.503 -0.966
C 3.807 0.179 1.221 -0.741
C 4.693 -1.087 3.930 -0.203
C 6.235 -0.978 3.929 -1.571
H 3.527 1.529 6.844 0.472
H 3.705 -0.057 6.546 0.397
H 2.209 0.661 6.030 0.233
H 3.603 2.035 4.427 0.364
H 5.084 1.439 4.974 0.291
H 3.669 1.833 2.567 -0.048
H 5.185 1.238 2.481 0.230
H 2.761 0.093 0.955 -0.093
H 4.173 0.713 0.346 0.646
H 4.393 -0.742 1.071 0.773
H 4.288 -1.678 3.113 -0.145
H 4.295 -1.604 4.848 0.530
H 6.667 -0.868 4.903 0.366
H 6.676 -0.189 3.348 0.297
H 6.578 -1.952 3.569 0.458
C 3.341 -1.419 -2.638 0.142
C 2.942 -2.902 -2.797 -1.183
N 3.137 -3.385 -4.169 0.904
C 4.482 -3.530 -4.656 -0.999
C 5.288 -4.783 -4.099 -1.188
C 2.050 -4.253 -4.698 -0.370
C 2.066 -4.400 -6.202 -1.429
H 2.773 -0.764 -3.277 -0.460
H 4.466 -1.332 -2.757 0.576
H 3.198 -1.068 -1.594 -0.306
H 3.520 -3.452 -2.070 0.343
H 1.939 -3.030 -2.427 0.376
H 4.547 -3.569 -5.725 0.594
H 5.001 -2.658 -4.341 0.374
H 4.985 -5.674 -4.664 0.260
H 6.368 -4.602 -4.185 0.411
H 5.103 -4.987 -2.999 0.221
H 1.035 -3.932 -4.452 0.321
H 2.078 -5.270 -4.235 0.484
H 1.148 -4.778 -6.618 0.410
H 2.895 -4.929 -6.606 0.400
H 2.065 -3.391 -6.668 0.187
C 1.858 6.323 -1.832 -1.860
C 1.581 5.023 -1.020 0.878
N 2.768 4.500 -0.333 0.158
C 3.813 3.988 -1.268 -1.170
C 3.528 2.913 -2.344 -0.552
C 2.407 3.446 0.630 1.030
C 2.213 4.098 1.956 -1.771
H 2.542 6.191 -2.641 0.367
H 2.356 7.005 -1.191 0.444
H 0.880 6.673 -2.185 0.440
H 0.800 5.090 -0.308 0.365
H 1.149 4.276 -1.753 -0.518
H 4.169 4.858 -1.869 0.468
H 4.671 3.672 -0.650 0.516
H 2.713 3.191 -3.060 0.131
H 4.408 2.640 -2.881 0.560
H 3.196 2.013 -1.872 0.079
H 3.240 2.788 0.595 0.083
H 1.472 2.838 0.375 -0.582
H 1.649 5.083 1.898 0.251
H 3.103 4.222 2.494 0.532
H 1.597 3.531 2.638 0.289
C -3.096 -2.949 6.307 -1.263
C -2.375 -2.581 5.066 -0.384
N -2.689 -3.593 3.987 0.900
C -2.048 -4.877 4.117 -0.646
C -0.491 -4.716 4.127 -1.296
C -4.080 -3.615 3.692 -0.724
C -4.466 -4.070 2.242 -1.480
H -4.161 -3.084 6.211 0.305
H -2.745 -2.262 7.095 0.410
H -2.697 -3.907 6.691 0.291
H -2.616 -1.600 4.627 0.100
H -1.255 -2.590 5.189 0.347
H -2.326 -5.426 5.042 0.308
H -2.371 -5.438 3.222 0.338
H -0.159 -3.926 3.526 0.049
H -0.142 -4.596 5.174 0.317
H -0.111 -5.611 3.777 0.596
H -4.480 -2.629 3.954 0.448
H -4.609 -4.287 4.322 0.321
H -4.187 -5.132 2.154 0.527
H -4.014 -3.570 1.408 0.114
H -5.522 -3.910 2.051 0.408
C -4.239 0.960 -1.595 -0.537
C -4.547 -0.383 -0.930 0.524
N -5.375 -0.229 0.244 0.416
C -4.526 -0.089 1.497 2.071
C -5.359 -0.010 2.772 -1.976
C -6.579 -1.036 0.265 -0.053
C -7.516 -0.695 -0.872 -1.480
H -3.331 0.837 -2.191 0.008
H -4.143 1.720 -0.830 -0.257
H -5.040 1.289 -2.277 0.658
H -4.983 -1.089 -1.664 0.646
H -3.583 -0.795 -0.664 -1.407
H -3.804 -0.934 1.685 -0.475
H -4.006 0.843 1.367 -0.828
H -4.664 0.007 3.675 0.286
H -6.019 0.900 2.773 0.363
H -5.995 -0.866 2.860 0.587
H -7.115 -0.743 1.203 0.338
H -6.317 -2.132 0.214 0.126
H -7.167 -1.037 -1.863 0.336
H -7.629 0.358 -0.968 0.379
H -8.493 -1.225 -0.875 0.392
C -1.565 -0.345 -4.394 -1.375
C -0.140 -0.718 -4.758 0.889
N 0.679 0.378 -5.264 -0.008
C 1.062 1.346 -4.150 0.311
C -0.057 2.381 -3.903 -1.441
C 1.998 -0.206 -5.710 0.238
C 1.906 -0.477 -7.245 -1.827
H -1.708 0.263 -3.516 -0.416
H -2.243 -1.175 -4.344 0.534
H -1.908 0.238 -5.250 0.437
H 0.392 -1.110 -3.884 -0.477
H -0.186 -1.563 -5.513 0.357
H 1.351 0.809 -3.171 -0.401
H 1.999 1.907 -4.397 0.926
H -0.756 1.942 -3.270 -0.324
H 0.283 3.249 -3.379 0.319
H -0.464 2.594 -4.866 0.461
H 2.158 -1.182 -5.253 -0.280
H 2.886 0.427 -5.578 0.435
H 1.211 -1.216 -7.555 0.287
H 2.878 -0.703 -7.618 0.513
H 1.678 0.461 -7.792 0.420
C -3.911 5.717 1.456 -1.405
C -3.976 4.198 1.175 -1.103
N -2.722 3.619 0.595 1.020
C -2.147 4.289 -0.602 0.365
C -3.204 4.634 -1.643 -1.712
C -1.661 3.670 1.618 0.219
C -1.862 2.820 2.906 -1.355
H -3.979 6.268 0.493 0.207
H -2.973 6.062 1.790 0.280
H -4.748 5.983 2.081 0.431
H -4.346 3.492 1.897 0.671
H -4.693 4.131 0.364 0.551
H -1.640 5.202 -0.309 0.373
H -1.338 3.736 -1.150 -0.345
H -3.987 5.391 -1.457 0.286
H -2.678 4.916 -2.498 0.585
H -3.796 3.700 -1.781 0.155
H -1.423 4.711 1.873 0.471
H -0.802 3.331 1.077 -0.405
H -0.897 2.699 3.459 0.322
H -2.305 1.850 2.627 0.085
H -2.531 3.259 3.642 0.398
```

Output
Gap between HOMO and LUMO (eV): 8.53
Charge: 0
Structure (SMILES): CCN(CC)CC.CCN(CC)CC.CCN(CC)CC.CCN(CC)CC.CCN(CC)CC.CCN(CC)CC.CCN(CC)CC.CCN(CC)CC
Multiplicity: 1
Energy relative to the best compared isomer or geometry (same formula, charge and spin) (kcal/mol): 87.4
HOMO level (eV): -7.847

5.
This record from the OMol25 dataset describes a 8-piece molecular cluster, C34H52F4INO16S overall. The level of theory is the ωB97M-V functional and the def2-TZVPD basis.

The geometry in XYZ format:
```
109
Properties=species:S:1:pos:R:3:mulliken_charge:R:1
C -0.306 0.350 2.960 -1.212
C -1.057 1.587 2.478 -0.495
I -0.542 3.316 3.644 0.086
C -0.979 1.829 0.962 -0.425
N 0.257 1.379 0.282 0.399
C -0.008 0.533 -0.910 -0.396
C -0.455 -0.873 -0.496 0.739
C 0.596 -1.914 -0.744 0.435
F 1.023 -1.928 -2.018 -0.295
F 0.131 -3.155 -0.491 -0.164
F 1.683 -1.739 0.016 -0.312
S 1.465 2.465 0.133 1.232
O 2.131 2.337 -1.115 -0.718
O 1.078 3.726 0.661 -0.439
F 2.487 1.887 1.195 -0.287
H -0.883 -0.551 2.721 0.219
H -0.163 0.368 4.040 0.500
H 0.675 0.270 2.488 0.260
H -2.118 1.458 2.695 0.576
H -1.199 2.865 0.702 0.444
H -1.772 1.229 0.509 -0.075
H -0.783 0.998 -1.520 -0.320
H 0.906 0.494 -1.496 1.080
H -1.352 -1.159 -1.043 -0.335
H -0.663 -0.907 0.575 -0.316
O -3.343 -5.310 -2.990 -0.599
C -2.264 -5.829 -3.115 0.260
C -0.899 -5.166 -3.106 0.463
C 0.014 -6.256 -3.664 -0.711
C -0.726 -7.523 -3.247 0.164
O -2.125 -7.155 -3.261 -0.395
H -0.649 -4.924 -2.072 -0.400
H -0.923 -4.242 -3.679 0.540
H 1.031 -6.224 -3.281 0.277
H 0.055 -6.192 -4.752 0.322
H -0.480 -7.841 -2.234 -0.288
H -0.588 -8.363 -3.920 0.379
O 0.438 -10.483 -2.325 -0.611
C 1.401 -9.941 -1.868 0.655
C 1.948 -10.003 -0.458 -0.457
C 2.866 -8.788 -0.390 -0.193
C 3.293 -8.638 -1.847 -0.491
O 2.174 -9.112 -2.618 -0.374
H 2.490 -10.946 -0.354 0.361
H 1.135 -9.979 0.261 0.232
H 3.712 -8.900 0.286 0.429
H 2.289 -7.919 -0.073 -0.073
H 4.159 -9.256 -2.091 0.263
H 3.494 -7.613 -2.149 0.352
O -3.508 0.900 -1.038 -0.564
C -4.035 0.013 -1.650 0.495
C -5.496 -0.145 -2.019 -0.541
C -5.605 -1.632 -2.354 -0.625
C -4.197 -1.948 -2.844 -0.167
O -3.339 -1.048 -2.107 -0.359
H -5.692 0.496 -2.881 0.250
H -6.123 0.182 -1.194 0.348
H -6.367 -1.873 -3.091 0.384
H -5.817 -2.200 -1.447 0.277
H -4.071 -1.730 -3.906 0.252
H -3.869 -2.966 -2.651 0.101
O 0.846 6.686 3.075 -0.599
C 1.876 6.937 2.519 0.521
C 3.108 6.071 2.360 -0.005
C 4.189 7.076 1.969 -0.332
C 3.368 8.147 1.260 -0.462
O 2.081 8.131 1.903 -0.386
H 2.892 5.339 1.580 -0.153
H 3.303 5.536 3.286 0.334
H 4.978 6.671 1.339 0.409
H 4.647 7.493 2.865 0.019
H 3.235 7.920 0.199 0.363
H 3.773 9.150 1.366 0.272
O 4.995 8.446 5.207 -0.597
C 4.175 9.285 4.975 0.561
C 3.121 9.873 5.891 -0.491
C 2.143 10.524 4.917 -0.465
C 3.054 10.873 3.745 -0.403
O 4.073 9.857 3.749 -0.347
H 3.614 10.598 6.543 0.280
H 2.691 9.089 6.508 0.300
H 1.621 11.391 5.315 0.357
H 1.401 9.792 4.595 0.205
H 3.541 11.843 3.865 0.350
H 2.552 10.836 2.780 0.267
O -1.614 2.002 -3.456 -0.580
C -1.548 3.153 -3.133 0.505
C -1.999 4.378 -3.907 -0.660
C -1.283 5.523 -3.192 -0.567
C -1.151 4.968 -1.778 -0.427
O -1.026 3.545 -1.948 -0.141
H -3.085 4.445 -3.816 0.260
H -1.745 4.266 -4.957 0.361
H -1.814 6.472 -3.222 0.360
H -0.293 5.669 -3.625 0.287
H -2.039 5.160 -1.172 0.301
H -0.273 5.311 -1.237 0.242
O 0.452 -8.323 1.488 -0.580
C -0.401 -7.487 1.398 0.360
C -1.337 -6.965 2.471 -0.600
C -2.421 -6.248 1.668 -0.612
C -1.647 -5.826 0.424 0.258
O -0.649 -6.846 0.234 -0.204
H -0.765 -6.281 3.102 0.259
H -1.691 -7.787 3.086 0.388
H -2.881 -5.407 2.181 0.376
H -3.206 -6.954 1.393 0.302
H -1.136 -4.872 0.559 -0.045
H -2.261 -5.775 -0.472 0.023
```

Output
Gap between HOMO and LUMO (eV): 9.16
Charge: 0
Structure (SMILES): C[C@@H](I)CN(CCC(F)(F)F)S(=O)(=O)F.O=C1CCCO1.O=C1CCCO1.O=C1CCCO1.O=C1CCCO1.O=C1CCCO1.O=C1CCCO1.O=C1CCCO1
Multiplicity: 1
Energy relative to the best compared isomer or geometry (same formula, charge and spin) (kcal/mol): 0.0
HOMO level (eV): -8.871

6.
This record from the OMol25 dataset describes a 7-piece molecular cluster, C4H21NO8 overall at a distorted geometry. The level of theory is the ωB97M-V functional and the def2-TZVPD basis.

The geometry in XYZ format:
```
34
Properties=species:S:1:pos:R:3:mulliken_charge:R:1
C 0.510 1.666 0.570 -0.662
N 0.799 0.545 1.476 0.018
C 1.786 -0.446 1.019 0.403
C 3.239 -0.046 1.222 -1.619
C 1.600 -1.038 -0.377 0.284
O 1.454 -0.419 -1.399 -0.595
O 1.781 -2.353 -0.297 -0.459
H 0.420 1.327 -0.449 0.030
H 1.358 2.365 0.474 0.356
H -0.358 2.196 0.952 0.444
H 1.087 0.858 2.384 0.269
H 1.628 -1.237 1.747 0.243
H 3.402 0.399 2.209 0.405
H 3.985 -0.839 1.273 0.422
H 3.586 0.716 0.524 0.348
H 1.796 -2.835 -1.141 0.389
O 0.134 0.836 -3.412 -0.676
H 0.961 0.693 -3.881 0.264
H 0.414 0.812 -2.483 0.270
O -2.485 3.207 -0.708 -0.641
H -2.790 2.472 -0.155 0.346
H -2.223 2.785 -1.531 0.300
O -1.887 -0.967 -2.377 -0.666
H -0.982 -0.748 -2.098 0.327
H -1.700 -0.632 -3.272 0.349
O -1.345 -1.947 0.997 -0.603
H -1.292 -1.396 1.796 0.346
H -1.055 -2.833 1.224 0.285
O -1.285 -0.138 3.168 -0.565
H -1.161 -0.380 4.097 0.242
H -2.078 0.417 3.148 0.292
O -2.363 0.571 0.355 -0.607
H -1.520 0.291 0.743 0.166
H -2.472 -0.024 -0.402 0.294
```

Output
Gap between HOMO and LUMO (eV): 9.13
Charge: 0
Structure (SMILES): CN[C@H](C)C(=O)O.O.O.O.O.O.O
Multiplicity: 1
Energy relative to the best compared isomer or geometry (same formula, charge and spin) (kcal/mol): 20.8
HOMO level (eV): -8.914